# 1
ORCA calculation (ωB97M-V with the def2-TZVPD basis set) on a cluster of 11 separate species, C4H31NO11 in total.

As for the SMILES: CNC[C@@H](C)O.O.O.O.O.O.O.O.O.O.O. The charge is 0. The relative energy (zero: lowest compared OMol25 entry of this formula, charge and spin) comes out at 2.667 eV. The value obtained for the HOMO energy is -9.5 eV.

CARTESIAN COORDINATES (ANGSTROEM)
C: 1.642 2.322 1.937
N: 0.248 1.928 2.280
C: -0.439 1.077 1.256
C: -1.254 0.032 2.001
C: -2.478 -0.591 1.388
O: -0.292 -1.052 2.282
H: 1.747 3.397 2.132
H: 2.383 1.721 2.475
H: 1.760 2.109 0.882
H: 0.301 1.310 3.053
H: 0.280 0.688 0.552
H: -1.160 1.718 0.763
H: -1.511 0.473 2.958
H: -2.657 -1.517 1.917
H: -2.463 -0.953 0.346
H: -3.306 0.089 1.540
H: -0.134 -1.100 3.231
O: -2.085 -1.817 -2.077
H: -2.081 -0.836 -1.890
H: -1.739 -2.370 -1.301
O: -1.146 0.858 -2.214
H: -0.300 0.614 -1.775
H: -0.919 0.895 -3.119
O: 2.013 -2.947 -0.441
H: 1.998 -2.736 0.498
H: 2.404 -3.805 -0.775
O: -3.370 0.968 -0.866
H: -3.866 0.987 -1.682
H: -2.457 0.732 -1.134
O: 3.226 -0.703 -1.922
H: 3.444 -0.734 -2.848
H: 2.673 -1.471 -1.718
O: -0.155 4.241 0.324
H: 0.059 3.411 -0.114
H: -0.427 3.982 1.204
O: -0.656 -3.223 0.017
H: -0.634 -2.463 0.564
H: 0.191 -3.247 -0.439
O: 0.031 -1.843 -3.871
H: -0.794 -2.150 -3.436
H: 0.678 -2.411 -3.432
O: 0.919 2.254 -1.277
H: 1.773 1.885 -1.497
H: 0.796 2.929 -1.947
O: 2.719 -1.220 2.250
H: 3.218 -0.577 1.750
H: 1.820 -0.853 2.175



# 2
ORCA calculation (ωB97M-V with the def2-TZVPD basis set) on a cluster of 2 separate species, C2H3NP2 in total.

The charge is 0. The relative energy (zero: lowest compared OMol25 entry of this formula, charge and spin) comes out at 3.872 eV. The value obtained for the HOMO energy is -9.8 eV.

CARTESIAN COORDINATES (ANGSTROEM)
C: -1.969 0.685 -0.204
C: 0.387 0.934 -0.101
N: -3.009 0.386 0.163
P: 1.170 -1.640 -0.551
P: 0.559 -0.400 0.967
H: 0.689 0.876 -1.129
H: 0.638 1.894 0.362
H: 1.535 -2.736 0.493



# 3
ORCA calculation (ωB97M-V with the def2-TZVPD basis set) on the molecule C5H10O.

The charge is 0. The relative energy (zero: lowest compared OMol25 entry of this formula, charge and spin) comes out at 3.834 eV. The value obtained for the HOMO energy is -8.5 eV.

CARTESIAN COORDINATES (ANGSTROEM)
C: -1.395 -1.948 0.635
C: -0.773 -1.125 -0.481
C: 0.682 -0.116 0.176
O: 1.253 -0.639 1.104
C: 0.600 1.124 -0.443
C: 1.460 2.312 -0.102
H: -1.908 -2.837 0.249
H: -0.610 -2.277 1.322
H: -2.124 -1.363 1.206
H: -1.529 -0.658 -1.136
H: -0.151 -1.738 -1.142
H: -0.601 0.218 0.047
H: 0.052 1.159 -1.380
H: 2.328 2.396 -0.770
H: 0.884 3.239 -0.211
H: 1.830 2.253 0.925



# 4
ORCA calculation (ωB97M-V with the def2-TZVPD basis set) on the molecule C7H14N2O2.

As for the SMILES: CC(=O)N(CN(C)C)C(C)=O. The charge is 0. The relative energy (zero: lowest compared OMol25 entry of this formula, charge and spin) comes out at 1.213 eV. The value obtained for the HOMO energy is -8.4 eV.

CARTESIAN COORDINATES (ANGSTROEM)
C: 2.403 -0.522 2.090
C: 1.355 0.332 1.455
O: 1.443 1.561 1.585
N: 0.350 -0.273 0.631
C: 0.821 0.092 -0.868
N: -0.213 0.174 -1.814
C: -0.710 1.438 -2.298
C: -0.846 -1.048 -2.180
C: -0.848 0.291 1.085
C: -1.751 -0.571 1.942
O: -1.211 1.428 0.886
H: 2.151 -1.568 2.304
H: 3.309 -0.541 1.468
H: 2.683 0.023 3.005
H: 1.407 -0.808 -0.984
H: 1.401 1.012 -0.890
H: -1.615 1.250 -2.899
H: -1.025 2.021 -1.424
H: 0.025 2.064 -2.842
H: -1.706 -0.825 -2.831
H: -0.175 -1.787 -2.635
H: -1.242 -1.505 -1.266
H: -1.346 -1.556 2.185
H: -1.923 0.040 2.848
H: -2.736 -0.720 1.445



# 5
ORCA calculation (ωB97M-V with the def2-TZVPD basis set) on a structure of composition C24H43Cl2N4O4SiYb.

The charge is 0. As for the multiplicity: 2. The relative energy (zero: lowest compared OMol25 entry of this formula, charge and spin) comes out at 4.631 eV. The value obtained for the HOMO energy (spin up / spin down) is -5.7 / -5.7 eV.

CARTESIAN COORDINATES (ANGSTROEM)
C: -1.169 0.868 -3.150
C: -2.283 1.158 -2.218
H: -1.503 0.319 -4.039
H: -0.371 0.288 -2.646
H: -0.707 1.813 -3.485
C: -3.589 1.017 -2.443
C: -4.218 0.560 -3.715
H: -4.299 1.287 -1.656
H: -3.492 0.254 -4.481
H: -4.846 1.355 -4.150
H: -4.894 -0.291 -3.533
Yb: 0.332 0.181 0.555
Cl: 1.655 -0.706 -1.150
C: -1.050 1.959 2.767
O: -0.772 0.740 2.552
N: -1.707 2.315 3.859
C: -2.116 1.322 4.855
C: -2.128 3.684 4.034
H: -0.768 2.767 2.052
H: -1.664 0.364 4.608
H: -3.212 1.246 4.850
H: -1.787 1.663 5.842
H: -1.780 4.281 3.183
H: -1.711 4.085 4.965
H: -3.224 3.731 4.075
H: 4.391 -0.608 4.521
H: 5.977 0.498 2.774
C: 3.968 -1.196 3.705
C: 5.482 -0.119 2.021
N: 4.150 -0.443 2.453
H: 2.910 -1.367 3.863
C: 3.140 -0.072 1.691
O: 1.939 -0.515 1.952
H: 5.433 0.428 1.075
H: 3.305 0.481 0.762
H: 4.512 -2.138 3.615
H: 6.057 -1.039 1.877
H: -1.814 -1.793 -2.019
H: -4.045 -1.560 -0.847
C: -1.493 -2.532 -1.262
C: -3.707 -2.364 -0.170
N: -2.263 -2.329 -0.046
H: -0.426 -2.393 -1.055
C: -1.699 -1.924 1.095
O: -0.474 -1.793 1.250
H: -4.167 -2.221 0.818
H: -2.406 -1.717 1.915
H: -1.694 -3.545 -1.647
H: -4.023 -3.333 -0.581
O: -1.496 0.498 -0.278
C: -1.811 1.614 -0.852
C: -3.610 1.593 0.927
C: -2.835 2.313 0.029
H: -3.429 0.522 1.044
C: -4.592 2.248 1.669
H: -0.957 2.308 -1.001
C: -3.007 3.684 -0.116
H: -5.208 1.677 2.362
C: -4.784 3.620 1.519
C: -3.981 4.336 0.627
H: -2.379 4.229 -0.822
H: -5.553 4.132 2.097
H: -4.118 5.410 0.510
Si: 4.976 -3.028 -4.171
Cl: 3.735 -2.933 -5.825
C: 4.410 -4.472 -3.124
C: 4.819 -1.413 -3.252
C: 6.726 -3.292 -4.793
H: 3.368 -4.334 -2.799
H: 5.036 -4.574 -2.224
H: 4.468 -5.416 -3.687
H: 6.806 -4.226 -5.370
H: 7.437 -3.351 -3.954
H: 7.041 -2.464 -5.446
H: 3.781 -1.245 -2.921
H: 5.115 -0.566 -3.890
H: 5.463 -1.404 -2.357
N: 1.623 1.118 3.920
C: 1.209 0.752 2.889